Below is a structure of composition C45H59ClCsN9O2S5, with properties calculated with ωB97M-V with the def2-TZVPD basis set.

Calculated values
ΔE to the lowest compared entry with this formula, charge and spin in kcal per mole: 11.14
Total energy in Ha: -4864.72206
Kohn-Sham gap in eV: 4.5

Structure (ORCA input):
```
! RIJCOSX wB97M-V def2-TZVPD def2/J DEFGRID3
* xyz -2 1
Cs -0.12387 0.45609 -0.79755
S 1.92660 -3.00434 -5.72746
C 1.07461 -1.71684 -6.51687
C 1.22026 -1.54721 -7.91411
C 0.55324 -0.57110 -8.62361
C -0.31344 0.30932 -7.97924
C -0.48203 0.18000 -6.61223
C 0.19208 -0.80513 -5.88756
S -0.16414 -0.84503 -4.14361
C -1.48971 -2.09121 -4.15408
C -2.28628 -2.07411 -2.87793
C -2.42609 -3.21015 -2.08538
C -3.20071 -3.12647 -0.93843
C -3.82066 -1.92949 -0.62057
C -3.63227 -0.83953 -1.46825
C -4.27010 0.49339 -1.17576
S -3.15015 1.91312 -1.33866
C -3.20730 2.31962 -3.06013
C -3.95419 1.65913 -4.02377
C -3.93548 2.08603 -5.34578
C -3.14566 3.17525 -5.69545
C -2.38304 3.81965 -4.73591
C -2.37801 3.41433 -3.39166
S -1.39737 4.18733 -2.18527
N -2.87416 -0.92235 -2.55938
H 1.88582 -2.23230 -8.42458
H 0.70640 -0.49598 -9.69591
H -0.83748 1.08439 -8.52462
H -1.13914 0.85512 -6.07503
H -1.04974 -3.07458 -4.33109
H -2.15254 -1.83748 -4.98342
H -1.91384 -4.12366 -2.36151
H -3.31260 -3.98389 -0.28337
H -4.42011 -1.82639 0.27536
H -4.60896 0.51771 -0.13763
H -5.15019 0.64032 -1.80604
H -4.53093 0.78127 -3.76622
H -4.51314 1.55496 -6.09304
H -3.10863 3.51242 -6.72611
H -1.74985 4.65523 -5.00893
N -0.90775 -4.66219 1.45466
C -1.45205 -4.17084 2.62646
C -1.17497 -2.83685 2.62967
N -0.48966 -2.49611 1.48765
C -0.34304 -3.60242 0.80446
C 0.35504 -3.69740 -0.46363
N 0.86609 -2.67388 -1.10004
C 1.44423 -3.17935 -2.23636
C 1.26586 -4.52781 -2.29331
N 0.57074 -4.85848 -1.14758
H -1.00690 -5.59954 1.11200
H -1.96414 -4.80526 3.32846
H -1.41316 -2.08776 3.37632
H 1.89077 -2.56141 -2.99587
H 1.53898 -5.24986 -3.04192
H 0.31207 -5.78642 -0.86912
O -2.11361 1.04452 4.62878
O -2.13041 -0.20584 3.87698
C 0.84643 3.04329 4.00033
C -0.22878 3.69779 3.13322
C 0.40065 4.66601 2.13792
C -1.21366 4.43728 4.05313
N -0.88065 2.58549 2.42580
N -1.98174 2.94079 1.59767
H 1.35935 3.79086 4.61315
H 1.57811 2.54490 3.36165
H 0.37999 2.30000 4.65285
H 0.92749 5.46546 2.66771
H -0.35527 5.12522 1.49740
H 1.11414 4.14248 1.49957
H -0.68972 5.18088 4.66123
H -1.70715 3.71746 4.71066
H -1.97837 4.97119 3.48222
H -1.25655 1.96552 3.16397
H -1.66542 3.26038 0.68625
H -2.56450 3.66988 2.00035
Cl -5.04897 2.25596 3.40560
C -5.38854 0.55386 3.43311
C -6.68215 0.17064 3.76943
C -7.03209 -1.16869 3.77022
C -6.08443 -2.12438 3.42893
C -4.80077 -1.72273 3.09990
C -4.41295 -0.38202 3.09708
C -2.97091 -0.04415 2.77188
H -7.40642 0.93410 4.02075
H -8.04297 -1.46033 4.02894
H -6.34606 -3.17604 3.41809
H -4.05110 -2.46306 2.83835
H -2.61530 -0.76458 2.02655
H -2.88914 0.95830 2.34937
C 5.55891 -3.76787 3.98488
C 5.70475 -3.24308 2.55971
C 4.54132 -2.36097 2.11745
C 4.42911 -1.06506 2.92517
N 3.50823 -0.11336 2.34733
C 3.74005 0.70305 1.29441
S 2.48527 1.65245 0.73123
N 4.98981 0.70121 0.78694
C 5.42316 1.48211 -0.35992
C 6.46785 2.54357 -0.02430
C 5.94580 3.78742 0.69835
C 5.55189 3.58097 2.15800
H 6.37221 -4.44798 4.24279
H 4.61800 -4.30995 4.10142
H 5.56439 -2.95787 4.71604
H 5.79287 -4.08541 1.86967
H 6.64024 -2.67848 2.47289
H 3.59955 -2.90977 2.20682
H 4.64210 -2.10999 1.05847
H 5.41830 -0.60434 3.04537
H 4.07673 -1.27175 3.93535
H 2.55498 -0.08621 2.67619
H 5.65981 0.05911 1.17469
H 4.53107 1.94341 -0.78079
H 5.82213 0.79266 -1.10879
H 6.91724 2.85432 -0.97211
H 7.27701 2.08864 0.56172
H 5.08976 4.18407 0.14573
H 6.72687 4.55269 0.65004
H 4.65238 2.97557 2.25238
H 5.34133 4.53968 2.63470
H 6.35908 3.09894 2.71801
*
```

***

Below is a structure of composition C45H59N9O4SSc, with properties calculated with ωB97M-V with the def2-TZVPD basis set.

Calculated values
ΔE to the lowest compared entry with this formula, charge and spin in kcal per mole: 17.89
Total energy in Ha: -3702.70708
Kohn-Sham gap in eV: 7.0

Structure (ORCA input):
```
! RIJCOSX wB97M-V def2-TZVPD def2/J DEFGRID3
* xyz 1 1
Sc 0.52744 -0.02004 0.60897
O 1.10384 0.03206 -1.62127
C 2.18410 -0.08479 -2.57502
C 3.04038 1.15641 -2.59131
C 2.23034 2.41077 -2.92020
C 1.43437 2.28451 -4.19120
C 1.96005 2.68846 -5.41378
C 1.20354 2.53111 -6.56255
C -0.05943 1.97211 -6.45627
C -0.50110 1.59278 -5.19955
N 0.21686 1.73673 -4.08643
H 0.26933 -0.04050 -2.11172
H 1.73239 -0.23621 -3.55486
H 2.77376 -0.96471 -2.32457
H 3.82519 0.99285 -3.33643
H 3.54160 1.28424 -1.62818
H 2.89566 3.27389 -2.97987
H 1.52685 2.58214 -2.10951
H 2.94799 3.12916 -5.45544
H 1.59096 2.84345 -7.52350
H -0.69083 1.83244 -7.32233
H -1.48344 1.14878 -5.07983
O 2.00179 1.30268 1.20307
N 3.33029 1.23790 1.11691
C 4.02183 2.37819 1.34077
C 5.38444 2.39014 1.27723
C 6.05016 1.19406 0.97995
C 5.32801 0.05091 0.76111
C 3.92046 0.05168 0.82315
S 2.94553 -1.31568 0.53730
H 3.40316 3.23202 1.56483
H 5.91695 3.31196 1.45517
H 7.12986 1.17195 0.92023
H 5.81042 -0.88560 0.52196
C 1.18993 4.46997 0.78174
C 0.30773 3.86743 -0.31563
C 0.34337 4.74400 -1.57062
C -1.11185 3.70360 0.18341
C -1.80163 4.86908 0.50557
C -3.11204 4.84533 0.93458
C -3.73815 3.62669 1.09903
C -3.08660 2.43085 0.81943
C -3.82761 1.15042 1.17270
C -4.24345 1.20788 2.64662
C -5.04519 0.91505 0.27708
C -1.77423 2.47650 0.30697
N -1.17905 1.22500 -0.14275
C -1.79708 0.75030 -1.18313
C -1.86865 -0.59464 -1.67990
C -2.65205 -0.71422 -2.86214
C -3.13015 -1.90603 -3.31378
C -2.88910 -3.04624 -2.52514
C -2.13132 -2.98463 -1.39069
C -1.50738 -1.77766 -0.94895
N -0.63383 -1.76321 0.08685
C -0.50750 -3.00978 0.81945
C 0.24203 -4.11631 0.36010
C 0.25173 -5.26824 1.15451
C -0.41156 -5.35701 2.35984
C -1.15142 -4.27311 2.78990
C -1.23117 -3.11687 2.02577
C -2.23394 -2.06987 2.46701
C -3.62475 -2.52333 2.00566
C -2.22563 -1.81930 3.97652
C 0.97733 -4.33548 -0.97420
C 2.44934 -4.71852 -0.74305
C 0.94640 -3.24810 -2.03811
H 2.16998 4.73517 0.37739
H 1.31832 3.77316 1.61145
H 0.75072 5.38569 1.17768
H 0.70397 2.88046 -0.56186
H 0.00619 5.75695 -1.34516
H -0.29923 4.34106 -2.35561
H 1.35954 4.81982 -1.95995
H -1.30129 5.82211 0.39033
H -3.63622 5.76700 1.14989
H -4.75531 3.59835 1.46760
H -3.15378 0.30170 1.05036
H -4.93822 2.02796 2.82952
H -3.37496 1.35685 3.29059
H -4.74788 0.29103 2.94458
H -5.75708 1.73843 0.36018
H -5.55850 -0.00327 0.56818
H -4.76420 0.82259 -0.77360
H -2.44656 1.44258 -1.72125
H -2.90055 0.20036 -3.38880
H -3.72446 -1.96671 -4.21397
H -3.31594 -3.99826 -2.81600
H -1.97037 -3.88660 -0.81857
H 0.76875 -6.14444 0.78360
H -0.39030 -6.27675 2.93112
H -1.71911 -4.34355 3.70862
H -1.99878 -1.12997 1.97284
H -3.84583 -3.51662 2.40281
H -3.68654 -2.57700 0.91732
H -4.39791 -1.84495 2.35937
H -2.69296 -2.63787 4.52667
H -2.78869 -0.91499 4.21002
H -1.20905 -1.70257 4.35734
H 0.48758 -5.21585 -1.40616
H 3.02925 -3.84719 -0.43639
H 2.88346 -5.08493 -1.67471
H 2.57727 -5.49723 0.00692
H 1.35662 -2.32422 -1.64855
H -0.05085 -3.05469 -2.42574
H 1.56629 -3.56880 -2.87833
N 1.93040 -3.21393 2.98154
N 2.46749 -2.32149 3.89173
C 1.98305 -1.08400 4.01947
N 2.54340 -0.28993 4.93017
N 0.97739 -0.74263 3.18014
N 0.37065 0.42540 3.36315
O 0.48732 1.16872 4.31365
O -0.39570 0.71631 2.40620
H 1.56229 -4.03880 3.43418
H 2.58417 -3.42168 2.23879
H 3.28469 -2.56895 4.43263
H 3.24864 -0.64958 5.55041
H 2.09752 0.59034 5.13676
*
```